Entry 1:
C32H33BN3 | wB97M-V/def2-TZVPD

Its calculated total energy is -38857.4558 eV. The calculation puts the LUMO energy at -0.1802 Eh. Its net charge is +1.

Geometry (Å):
1 C 4.703 -0.723 3.410
2 N 4.503 -0.555 1.976
3 C 5.251 -1.405 1.112
4 C 5.546 -2.720 1.528
5 C 6.197 -3.621 0.679
6 C 6.601 -3.222 -0.597
7 C 6.389 -1.899 -1.005
8 C 5.733 -0.989 -0.156
9 C 3.354 0.140 1.572
10 C 2.904 0.079 0.229
11 C 1.701 0.654 -0.166
12 C 0.825 1.214 0.788
13 C -0.522 1.637 0.262
14 C -1.782 1.574 1.057
15 C -2.997 1.977 0.471
16 C -4.191 1.514 1.015
17 C -4.159 0.494 1.988
18 N -5.279 -0.269 2.355
19 C -5.463 -0.332 3.797
20 C -6.063 -1.037 1.498
21 C -6.853 -2.082 2.027
22 C -7.504 -2.980 1.181
23 C -7.493 -2.773 -0.206
24 C -6.791 -1.682 -0.744
25 C -6.077 -0.816 0.097
26 C -2.957 0.275 2.703
27 C -1.763 0.737 2.162
28 C 1.295 1.379 2.094
29 C 2.509 0.817 2.499
30 H 4.845 0.250 3.894
31 H 3.846 -1.224 3.890
32 H 5.589 -1.331 3.608
33 H 5.212 -3.055 2.511
34 H 6.380 -4.637 1.027
35 H 7.085 -3.932 -1.271
36 H 6.727 -1.569 -1.993
37 H 5.573 0.040 -0.490
38 H 3.495 -0.468 -0.504
39 H 1.437 0.658 -1.229
40 H -0.423 2.613 -0.298
41 H -3.029 2.531 -0.469
42 H -5.169 1.875 0.694
43 H -6.523 -0.317 4.036
44 H -4.981 -1.211 4.248
45 H -4.990 0.571 4.201
46 H -6.937 -2.189 3.107
47 H -8.032 -3.839 1.601
48 H -8.048 -3.447 -0.871
49 H -6.800 -1.501 -1.824
50 H -5.564 0.051 -0.332
51 H -2.922 -0.307 3.616
52 H -0.818 0.342 2.524
53 H 0.725 1.955 2.832
54 H 2.808 0.880 3.545
55 H -0.702 0.835 -0.417
56 B -0.432 2.224 -4.113
57 N 0.914 2.252 -4.610
58 C 1.055 1.990 -5.945
59 C 2.322 2.045 -6.515
60 C 3.438 2.270 -5.680
61 C 3.258 2.455 -4.302
62 C 1.976 2.461 -3.763
63 H -0.791 1.085 -3.997
64 H -0.953 3.229 -3.775
65 H 0.138 1.704 -6.473
66 H 2.372 1.875 -7.595
67 H 4.435 2.303 -6.145
68 H 4.117 2.571 -3.636
69 H 1.748 2.578 -2.711

Cartesian forces, eV/Å:
0.0 0.0 0.2
0.2 0.2 0.1
0.3 -0.3 -0.5
-0.2 0.1 -0.4
0.0 0.4 0.0
0.0 0.2 0.0
-0.3 0.1 0.5
0.0 -0.4 0.2
-0.9 -0.3 -0.2
0.2 0.2 0.0
0.2 -0.1 1.1
0.7 0.6 0.0
0.5 1.4 -0.8
-0.1 -0.4 -0.3
0.3 -0.2 0.7
-0.1 -0.8 0.1
0.6 0.4 0.4
-0.3 0.9 0.6
0.2 0.0 0.0
-0.2 -0.1 -0.6
0.2 0.0 -0.2
0.0 0.5 -0.4
0.1 0.0 -0.1
0.0 -0.1 0.6
-0.2 -0.3 0.0
0.0 0.0 -0.9
-0.9 0.2 0.4
0.3 -0.2 -0.1
0.7 -0.2 -0.5
0.0 -0.1 -0.1
0.1 0.1 -0.1
-0.1 0.3 -0.2
0.1 0.0 -0.4
0.0 0.3 -0.1
-0.1 0.2 0.2
-0.1 -0.1 0.4
0.1 -0.4 0.2
-0.2 0.3 0.2
-0.1 -0.3 0.4
-0.2 -0.8 0.4
0.2 0.3 0.4
0.4 -0.2 -0.3
-0.1 0.0 0.1
-0.2 0.0 0.0
-0.3 -0.3 0.1
0.2 -0.2 -0.3
0.1 0.4 -0.1
0.3 0.3 0.3
0.0 -0.1 0.5
-0.2 -0.6 0.2
-0.1 -0.3 -0.3
-0.3 0.3 0.2
0.1 -0.4 -0.3
-0.1 0.1 -0.3
-0.2 -0.2 -1.4
-1.8 -0.9 1.4
2.6 0.2 -0.8
0.8 0.1 0.8
-0.4 -0.1 0.3
-0.4 0.1 -0.5
-0.1 -0.2 0.1
-0.1 -0.1 -1.6
-0.6 0.5 -0.2
-0.1 -0.1 0.0
0.5 0.3 0.1
0.4 0.1 0.5
-0.5 -0.1 0.5
-0.4 0.0 -0.3
0.1 0.1 0.0

Entry 2:
C32H33ClCrN7O2S | wB97M-V/def2-TZVPD

As for the relative energy (zero: lowest compared OMol25 entry of this formula, charge and spin): 36.7 kJ/mol. The multiplicity is 5. Its calculated total energy is -100028.4885 eV. The calculation puts the LUMO energy (alpha / beta) at 0.0956 / 0.0944 Eh. Its net charge is -1.

Geometry (Å):
1 Cr 1.449 -0.499 -0.308
2 C 3.163 -4.286 -1.375
3 C 2.822 -2.878 -0.977
4 N 1.546 -2.480 -0.770
5 N 0.632 -3.462 -1.013
6 C -0.566 -3.625 -0.518
7 N -1.249 -4.667 -1.155
8 S -1.426 -2.884 0.757
9 C 3.837 -1.932 -0.776
10 C 5.223 -2.184 -0.953
11 C 6.130 -1.182 -0.769
12 C 5.682 0.104 -0.378
13 C 4.334 0.287 -0.191
14 N 3.419 -0.672 -0.381
15 H 2.242 -4.847 -1.481
16 H 3.788 -4.770 -0.620
17 H 3.705 -4.300 -2.325
18 H -0.639 -5.335 -1.606
19 H -1.955 -5.073 -0.565
20 H 5.542 -3.178 -1.236
21 H 7.189 -1.363 -0.907
22 H 6.378 0.915 -0.219
23 H 3.941 1.242 0.133
24 C -3.380 4.103 0.119
25 C -3.929 2.933 0.888
26 C -5.085 3.039 1.647
27 C -5.575 1.968 2.383
28 C -4.911 0.752 2.334
29 C -3.766 0.612 1.569
30 C -3.252 1.706 0.864
31 N -2.089 1.585 0.104
32 C -1.070 0.668 0.323
33 N -0.716 0.592 1.615
34 C 0.241 -0.166 2.314
35 C 1.281 -0.816 1.655
36 C 2.146 -1.590 2.418
37 C 2.003 -1.694 3.792
38 C 0.993 -0.991 4.432
39 C 0.097 -0.219 3.708
40 C -0.991 0.558 4.405
41 N -0.475 0.037 -0.662
42 C -1.093 0.024 -1.937
43 C -2.467 -0.220 -2.066
44 C -3.106 -0.117 -3.286
45 C -2.380 0.222 -4.419
46 C -1.005 0.347 -4.319
47 C -0.337 0.208 -3.106
48 C 1.168 0.204 -3.086
49 H -3.953 5.006 0.326
50 H -3.415 3.919 -0.959
51 H -2.336 4.279 0.389
52 H -5.613 3.986 1.670
53 H -6.469 2.080 2.983
54 H -5.289 -0.101 2.884
55 H -3.264 -0.347 1.497
56 H -2.005 2.154 -0.723
57 H -1.215 1.255 2.183
58 H 2.945 -2.134 1.924
59 H 2.682 -2.315 4.364
60 H 0.887 -1.053 5.510
61 H -0.972 0.369 5.477
62 H -1.984 0.291 4.035
63 H -0.849 1.634 4.255
64 H -3.022 -0.522 -1.189
65 H -4.172 -0.299 -3.348
66 H -2.874 0.355 -5.373
67 H -0.424 0.560 -5.209
68 H 1.567 0.436 -4.072
69 H 1.528 -0.796 -2.811
70 H 1.573 0.930 -2.376
71 Cl -0.051 4.353 -1.872
72 C 1.511 3.784 -1.221
73 C 1.255 2.758 -0.086
74 O 0.635 3.145 0.896
75 O 1.742 1.609 -0.336
76 H 2.035 4.652 -0.831
77 H 2.058 3.334 -2.043

Cartesian forces, eV/Å:
0.0 0.6 0.4
0.0 0.1 0.0
-0.5 -0.2 0.1
0.1 -0.1 0.1
-0.1 -0.4 -0.8
0.3 0.4 0.1
0.0 -0.1 -0.1
0.0 0.4 0.3
0.1 0.2 0.1
0.0 0.0 0.0
0.0 -0.1 0.0
-0.1 0.0 0.0
0.3 0.2 0.1
0.5 -0.1 -0.4
0.0 0.0 0.0
0.0 0.0 0.0
0.0 0.0 0.0
0.0 0.1 0.0
-0.1 0.0 0.0
0.0 0.0 0.0
0.0 -0.1 0.0
-0.1 0.0 0.0
0.0 0.0 0.0
0.0 -0.1 0.1
0.1 0.1 0.0
-0.1 -0.1 0.0
0.0 0.0 0.0
0.0 0.0 0.0
0.2 0.0 -0.1
-0.3 -0.1 0.2
0.0 -0.1 -0.1
0.1 -0.1 0.0
-0.3 0.1 0.0
0.3 -0.4 0.0
-0.4 0.3 0.0
0.1 -0.1 -0.1
0.0 0.0 0.0
0.0 0.0 0.0
-0.1 0.0 0.0
0.1 -0.1 -0.1
-0.4 0.1 0.4
-0.3 -0.1 -0.4
0.2 -0.1 0.2
0.0 0.1 0.0
0.0 0.0 0.0
-0.1 0.0 -0.1
0.1 0.0 0.1
-0.1 0.1 0.1
0.0 0.0 0.0
0.0 0.1 0.0
0.0 0.0 -0.1
0.0 0.0 0.0
0.0 0.0 0.0
0.0 0.0 0.0
0.0 0.0 0.0
0.1 -0.1 -0.1
0.1 0.2 0.0
0.0 0.0 0.0
0.0 0.0 0.0
0.0 0.0 0.0
0.0 0.0 0.0
0.0 0.0 0.0
-0.1 0.0 0.0
0.0 0.0 0.1
0.0 0.0 0.0
0.0 0.0 0.0
0.0 0.0 0.0
0.0 0.0 0.0
0.1 0.0 -0.1
0.0 0.0 -0.1
-0.2 0.1 -0.1
0.1 -0.3 0.2
-0.1 0.4 -0.1
0.1 -0.2 0.0
0.2 -0.6 0.2
0.0 0.0 0.0
0.0 0.0 0.0